47
Properties=species:S:1:pos:R:3:forces:R:3:mulliken_charge:R:1 method="wB97M-V/def2-TZVPD" multiplicity=2 s_squared=0.789 orbital_gap_ev="6.0 / 4.3" total_energy_ha=-7589.882850 homo_energy_ev="-8.0 / -8.0" de_lowest_kcal_mol=25.94
Pd 2.14620 -0.51332 0.04564 -3.3 2.6 -0.1 0.64
Br 6.15810 5.77168 -0.09416 -0.1 -0.5 0.0 -0.15
Br 7.11760 0.20758 -0.17746 -0.3 0.5 0.0 -0.03
S -6.68570 -2.05372 -0.69616 -0.2 0.2 0.0 -0.21
P 2.42460 -3.59542 -0.06186 -0.5 0.9 0.2 1.33
F 2.25500 -2.47932 -1.33596 0.0 -0.2 0.6 -0.39
F 1.32870 -4.50652 -0.76006 0.2 -0.1 0.0 -0.34
F 1.21180 -2.74722 0.71824 0.5 -0.2 -0.3 -0.38
F 3.45660 -2.47842 0.63394 0.0 -0.7 -0.2 -0.41
F 2.57000 -4.54542 1.19534 0.0 -0.1 0.0 -0.36
F 3.63630 -4.26522 -0.82426 0.0 0.0 -0.1 -0.34
O 4.10510 0.13458 -0.06166 2.2 1.2 -0.1 -0.53
O -6.82410 -2.04222 1.95344 -0.2 -0.1 0.7 -0.51
N 2.29580 2.14898 -0.09296 0.4 -1.1 0.1 -0.39
C -3.31190 -0.36082 0.75894 0.2 -0.1 -0.3 -0.53
C 0.18980 -0.25262 0.08004 0.2 -1.7 -0.4 0.39
C -1.00680 -0.46182 -0.04726 2.3 0.4 0.4 0.16
C 3.11270 4.80068 -0.07526 -0.1 -0.1 0.0 -0.79
C -2.78750 -1.47322 -1.32676 0.2 0.2 0.2 -0.66
C -6.82480 -2.75672 1.00694 0.1 0.2 -1.0 0.76
C 5.90270 1.64668 -0.13486 1.3 -0.3 0.0 -0.43
C -4.63520 -0.71472 0.61554 -0.1 0.1 -0.1 -0.48
C 4.08160 3.78148 -0.08456 -0.7 -0.5 0.0 1.26
C 3.60600 2.44648 -0.08996 -0.5 0.9 0.0 -0.15
C -2.37270 -0.75022 -0.20106 -0.9 0.0 -0.1 -0.16
C -4.10980 -1.81922 -1.47286 -0.2 0.0 0.2 -0.61
C -5.02700 -1.45882 -0.49016 -0.1 0.0 -0.1 0.19
C 6.36900 2.95568 -0.14076 0.2 -0.3 0.0 -0.40
C 1.78720 4.46678 -0.08836 0.3 0.0 0.0 -0.86
C -0.05080 2.75778 -0.12186 0.0 0.1 0.0 -1.31
C 1.39500 3.11358 -0.09826 -0.3 0.3 0.0 0.74
C -6.84420 -4.23782 0.96134 -0.1 -0.4 0.5 -1.06
C 4.52790 1.32868 -0.09196 -1.1 -1.6 0.0 0.98
C 5.47920 4.00218 -0.09986 0.4 0.5 -0.1 -0.04
H 1.03120 5.23528 -0.09936 -0.1 0.0 0.0 0.38
H -5.85500 -4.57302 0.64504 0.0 0.0 -0.1 0.28
H -0.25880 2.12748 -0.98416 0.0 -0.1 0.1 0.33
H -7.56200 -4.58292 0.22164 0.0 0.0 -0.1 0.36
H 7.43220 3.14178 -0.17206 0.0 0.0 0.0 0.46
H -7.06670 -4.64782 1.94284 0.0 -0.1 0.1 0.32
H -0.30460 2.18098 0.76614 0.0 0.0 -0.1 0.28
H -2.99130 0.19938 1.62234 0.1 0.1 0.1 0.44
H 3.42410 5.83548 -0.07076 0.0 0.0 0.0 0.38
H -2.05360 -1.77792 -2.05626 0.1 0.0 -0.1 0.47
H -5.35090 -0.44482 1.37434 -0.1 0.1 0.0 0.52
H -0.67560 3.64508 -0.16546 0.0 0.1 0.0 0.42
H -4.44530 -2.38882 -2.32556 0.0 -0.1 -0.1 0.42

43
Properties=species:S:1:pos:R:3:forces:R:3:mulliken_charge:R:1 method="wB97M-V/def2-TZVPD" multiplicity=2 s_squared=0.751 orbital_gap_ev="7.9 / 7.9" total_energy_ha=-2257.710647 homo_energy_ev="-8.3 / -8.3" de_lowest_kcal_mol=26.21
Ce -0.06848 0.06092 -0.16550 -1.5 0.6 1.2 1.26
S -0.24129 2.82597 0.38067 0.0 0.4 0.0 -0.49
F -3.36068 5.41075 2.39277 0.0 0.0 0.0 -0.31
F -1.27541 4.89120 2.58180 0.0 0.0 0.0 -0.22
F -2.10494 5.37015 0.64050 0.0 0.0 0.0 -0.22
O -1.25421 -1.77145 0.34384 -0.2 -0.3 -0.1 -0.67
O 2.09601 0.31932 -0.54470 1.0 -0.1 -0.3 -0.64
N 1.43108 -0.90922 -2.41597 -0.1 0.2 -0.2 -0.86
N 0.59277 -1.65034 -1.57759 0.6 -0.6 -0.4 0.27
N -2.17539 1.10268 0.82425 -0.3 0.3 0.2 -0.43
C -1.29892 -4.73474 -1.80664 0.0 0.0 0.0 -0.73
C 2.05553 0.08678 -1.81871 0.2 -0.2 -0.7 0.37
C -3.13137 -4.79863 -0.28055 0.0 0.0 0.0 -0.50
C 3.43641 2.94103 -4.68660 0.0 0.1 0.0 -0.42
C -2.40074 -5.39171 -1.31542 0.0 0.0 0.0 -0.65
C -1.60484 -2.90985 -0.20615 0.1 -0.2 0.0 0.58
C 2.25077 3.14884 -3.99287 0.1 0.0 0.0 -0.73
C -0.88634 -3.49670 -1.28678 0.0 0.0 0.0 0.68
C -3.36053 0.66770 1.25792 0.0 -0.1 0.0 -0.04
C 0.20220 -2.81637 -1.94469 0.0 0.1 0.0 -0.35
C -3.93681 2.82706 2.03453 0.0 0.0 0.0 -0.03
C 4.20921 1.82294 -4.41915 0.0 0.0 0.0 -0.56
C 1.83512 2.22542 -3.04881 0.1 0.0 0.1 -0.19
C -2.35138 4.73966 1.79683 0.0 0.0 0.0 0.62
C 2.60271 1.09255 -2.79114 0.1 0.0 0.2 0.69
C -1.81347 2.39737 0.97707 -0.2 0.0 0.0 0.40
C -2.74554 -3.59244 0.25750 0.0 -0.1 0.1 -0.40
C -2.71291 3.29054 1.59781 0.0 0.0 0.0 -0.05
C 3.79544 0.89902 -3.46895 0.0 -0.1 0.0 -0.27
C -4.28048 1.48974 1.86586 0.0 0.0 0.0 -0.85
H -4.01550 -5.29410 0.10095 0.0 0.0 0.0 0.37
H 0.66169 -3.27089 -2.82278 0.0 0.0 0.0 0.38
H 3.75616 3.65535 -5.43405 0.0 0.0 0.0 0.38
H 5.13819 1.66669 -4.95182 0.0 0.0 0.0 0.38
H -0.73143 -5.16432 -2.62455 0.0 0.0 0.0 0.33
H -5.23276 1.10670 2.20050 0.0 0.0 0.0 0.40
H 1.65417 4.03041 -4.18626 0.0 0.0 0.0 0.40
H 0.91741 2.39705 -2.49449 0.0 0.0 0.0 0.15
H -2.70290 -6.34494 -1.72590 0.0 0.0 0.0 0.40
H -3.30547 -3.14711 1.07042 0.0 0.0 0.0 0.38
H 4.39643 0.02473 -3.25363 0.0 0.0 0.0 0.42
H -4.62696 3.51075 2.50855 0.0 0.0 0.0 0.51
H -3.55237 -0.38788 1.10239 0.0 0.0 0.0 0.27

57
Properties=species:S:1:pos:R:3:forces:R:3:mulliken_charge:R:1 method="wB97M-V/def2-TZVPD" multiplicity=2 s_squared=0.755 orbital_gap_ev="7.1 / 7.5" total_energy_ha=-5410.545357 homo_energy_ev="-8.2 / -8.7"
Ti 0.14651 2.40321 -0.08293 -1.2 0.4 -1.6 0.11
Cl -1.21384 3.47726 5.40744 0.2 0.5 0.4 -0.23
Cl 0.53504 1.38018 3.51881 0.6 0.0 0.0 -0.11
Cl -1.99309 0.28726 5.28598 0.1 -0.3 0.3 -0.19
S -3.59028 1.28610 2.47245 -1.1 -0.3 0.3 0.98
S -1.94485 3.09968 1.32619 0.3 0.2 1.2 0.50
Si -1.25935 1.84609 4.26590 -0.8 0.1 -0.6 0.58
F -1.96713 3.99569 -2.97330 0.1 -0.2 0.3 -0.16
F -3.11002 -0.42400 0.42617 0.0 0.3 0.0 -0.20
F -1.62616 4.19893 -0.83130 0.1 0.0 -0.6 -0.20
F -1.61428 -0.52047 1.99470 0.0 0.2 0.0 -0.19
F -1.02652 2.33796 -1.85546 0.8 -0.2 -0.3 0.18
F -3.57477 -1.33184 2.31383 -0.1 0.1 0.0 -0.25
O 1.72876 2.51800 0.77105 1.8 -0.1 1.6 -0.17
O -0.59174 3.70428 1.52537 -0.5 0.4 0.5 -0.55
O -4.35278 0.82388 3.57944 0.0 0.1 0.1 -0.62
O -1.54769 1.82214 0.58832 -1.4 -0.5 0.4 -0.04
O 3.05301 4.07850 1.69023 -0.1 0.0 -0.1 -0.65
O -4.22638 1.99199 1.40544 -0.1 -0.3 -0.2 -0.64
N 1.16787 3.79700 -1.25222 1.0 1.7 -0.5 0.35
N 1.07718 -4.58876 0.29191 0.1 0.3 0.1 0.02
N 0.22353 -4.41819 -1.75803 0.0 0.4 -0.1 -0.63
N -2.36082 2.22720 2.94721 0.4 -0.4 -0.6 -0.01
N 0.71998 0.52093 -0.59530 0.4 -2.3 -0.5 0.30
C 1.15736 -7.11518 0.43280 0.0 -0.1 0.1 -1.03
C 0.65656 -3.75552 -0.71618 -0.1 -0.7 -0.1 -0.02
C 0.36161 -5.74559 -1.44250 0.2 -0.2 0.4 0.56
C 0.89821 4.38585 -2.42361 0.0 -0.4 -0.1 0.16
C 1.27642 5.67986 -2.72176 0.2 0.2 0.0 -0.92
C 1.34099 -0.22114 0.34657 0.1 0.2 0.0 -0.38
C 2.36628 5.78868 -0.61310 0.1 0.0 0.3 -0.76
C 2.29823 3.70096 0.83602 0.6 0.4 0.1 0.20
C 0.15722 -0.17611 -1.60782 0.1 0.2 -0.1 -0.36
C 2.00546 6.41143 -1.79583 -0.1 -0.2 -0.1 -0.32
C 0.13452 -1.54736 -1.66970 0.1 -0.4 0.1 -1.00
C 0.89817 -5.87700 -0.14384 -0.2 -0.1 -0.4 0.72
C 1.34697 -1.59501 0.36717 -0.1 -0.4 -0.2 -1.03
C 1.92948 4.50220 -0.38045 0.0 0.0 -0.4 0.68
C 0.34126 -8.11192 -1.62671 0.0 -0.1 -0.1 -0.48
C 0.70917 -2.30803 -0.64908 0.0 0.8 0.0 1.06
C -2.91573 -0.33143 1.72907 0.1 -0.4 0.2 0.72
C 0.07612 -6.88563 -2.19583 0.0 0.0 0.0 -0.75
C -2.21787 3.29596 -1.83346 -1.1 0.6 -0.1 -0.58
C 0.87312 -8.22753 -0.33277 0.0 0.1 0.1 -0.40
H 1.56658 -7.20841 1.43035 0.0 0.0 0.0 0.38
H 2.30254 7.42979 -2.00321 0.0 0.0 0.0 0.45
H 0.37557 3.79154 -3.15622 -0.2 0.0 0.1 0.49
H -0.27645 0.39291 -2.41550 -0.1 0.1 0.1 0.61
H 1.40941 -4.31174 1.19841 0.0 0.0 0.0 0.18
H 0.14034 -9.01529 -2.18711 0.0 0.0 0.0 0.38
H 1.88578 0.32404 1.10025 -0.1 0.1 0.1 0.65
H 1.00093 6.10501 -3.67582 0.0 0.0 0.0 0.42
H 1.07160 -9.21192 0.06932 0.0 0.0 0.0 0.38
H -0.33726 -6.79656 -3.19078 0.0 0.0 0.0 0.44
H 2.97254 6.26973 0.14141 0.0 0.0 0.0 0.49
H -0.32590 -2.05531 -2.50429 0.0 0.1 0.0 0.52
H 1.86858 -2.09429 1.17230 0.0 0.0 0.0 0.35

54
Properties=species:S:1:pos:R:3:forces:R:3:mulliken_charge:R:1 method="wB97M-V/def2-TZVPD" orbital_gap_ev="3.2 / 3.2" total_energy_ha=-4224.866025 homo_energy_ev="-3.0 / -3.0" de_lowest_kcal_mol=98.37 charge=-1
Te 1.60682 -3.47237 1.68960 -1.0 -6.7 3.2 1.27
Ti 0.03899 -1.83752 -0.01004 -4.5 -2.3 -2.2 -0.11
S 4.49222 3.30084 -3.52244 -1.0 -1.1 0.8 0.12
S -2.45066 -2.99851 1.83538 -0.2 -0.4 0.2 -0.33
S -1.72345 -3.03843 -1.47526 1.5 0.4 -0.2 -0.39
F 1.28735 -2.57818 -0.98292 1.7 -0.3 -1.1 -0.36
F 0.20395 -4.26395 0.41161 1.4 1.2 0.7 -0.45
F 2.18881 -2.74087 3.56581 0.2 0.1 -1.4 -0.58
F 2.14353 -5.50733 1.62469 0.5 1.7 -0.1 -0.57
F 0.44847 -4.37618 2.95406 0.7 1.1 -0.8 -0.40
O -1.49603 -0.65405 0.41094 -0.7 2.4 0.6 -0.12
O 0.24178 -2.11138 1.67088 0.8 0.9 1.7 -0.44
N -0.00210 -0.42644 -1.74166 1.2 1.1 -0.3 0.70
N 4.60160 2.58686 -2.04931 0.1 0.1 -0.3 -0.72
N 3.06021 2.64212 -3.97629 0.2 0.1 0.0 -0.74
N 1.66161 -0.45010 0.35517 0.7 1.0 -1.2 0.98
N -1.75862 2.44764 1.98663 0.7 0.3 -0.3 0.12
N 0.25776 3.50184 1.30137 -0.1 -0.1 0.1 -0.43
N -5.87770 -3.97698 1.43646 -0.3 -0.1 0.0 -0.59
N -5.17902 -3.42453 -2.45824 -0.4 -0.1 -0.4 -0.65
N -0.34683 1.32932 0.64852 0.7 0.5 -0.3 -0.01
C 2.03495 0.26586 -0.73607 2.0 0.4 1.7 0.19
C -2.34787 3.53979 2.70821 0.0 0.1 0.2 -1.09
C -0.90556 -0.28340 -2.69038 -0.6 0.1 -0.3 -0.19
C 3.59650 0.31481 1.52292 0.1 0.2 -0.6 -1.22
C 1.41717 1.11636 -2.97510 -0.6 -1.0 1.1 -0.17
C -4.84470 -3.69168 1.01783 -1.0 -0.1 0.2 -0.06
C -4.32066 -3.39582 -1.69080 -0.3 0.1 -0.2 -0.02
C -3.26597 -3.26119 -0.77447 -0.7 -0.1 1.9 0.37
C -0.72898 0.51683 -3.82056 0.7 0.3 0.0 -1.07
C 0.45893 1.20554 -3.97419 -0.6 -0.3 -0.1 -0.63
C -0.57931 2.44403 1.32458 -1.1 -0.3 0.3 0.26
C -1.37881 0.49696 0.85463 -0.8 -0.3 0.2 0.10
C 2.64159 1.84879 -2.99934 1.0 0.7 -0.2 0.96
C 3.53933 1.80868 -1.88825 0.5 0.9 -0.9 1.02
C -2.40296 1.17585 1.76971 0.0 -0.6 -0.2 -0.47
C 2.41051 -0.41832 1.43586 0.2 0.4 0.5 -0.41
C 1.14931 0.29439 -1.83718 -1.3 0.4 -2.3 -0.21
C 4.01914 1.03952 0.42256 -0.1 -0.3 0.5 -0.60
C -3.55158 -3.32852 0.59890 1.4 0.5 -1.2 0.54
C 3.23797 1.03825 -0.72656 -1.3 -1.0 0.4 -0.15
H 0.65798 1.81633 -4.84040 0.0 0.1 -0.1 0.55
H 4.93408 1.61281 0.42971 0.1 0.1 0.1 0.55
H 4.16163 0.29659 2.43949 0.1 0.0 0.1 0.52
H -2.06865 3.51673 3.76587 -0.1 0.1 0.0 0.31
H -3.43364 3.46498 2.63716 0.1 0.1 0.0 0.35
H -2.51560 0.59420 2.69145 0.0 0.0 -0.1 0.33
H -2.02915 4.48605 2.26818 -0.1 0.0 0.0 0.40
H -3.38034 1.27946 1.28855 0.1 0.0 0.0 0.36
H -1.50956 0.57312 -4.56034 -0.1 0.0 0.0 0.46
H 0.25279 4.14377 2.07739 0.0 0.0 -0.1 0.24
H -1.83224 -0.83554 -2.57018 0.2 -0.2 0.2 0.33
H 2.04234 -0.95543 2.30267 0.1 0.0 0.0 0.92
H 1.14266 3.32840 0.85322 0.0 0.0 0.1 0.22